# 1
Density functional theory data (wB97M-V/def2-TZVPD) for a molecular structure, C44H54As2N6O6Ru.

CARTESIAN COORDINATES (ANGSTROEM)
Ru  -1.05224  -0.99665  -1.00707
C  -0.12660  1.83605  1.19563
C  -0.10626  2.54879  -0.15294
As  -0.04081  1.33403  -1.70284
C  1.79237  1.33895  -2.30381
C  2.28011  0.19939  -2.93686
C  3.57599  0.17425  -3.43200
C  4.39577  1.28394  -3.28079
C  3.91475  2.42218  -2.64701
C  2.61288  2.45439  -2.16857
C  -0.96343  2.35574  -3.05483
C  -2.25257  2.81873  -2.80043
C  -2.97231  3.45758  -3.79756
C  -2.41059  3.62487  -5.05754
C  -1.12900  3.16150  -5.31462
C  -0.40204  2.52589  -4.31541
As  1.52120  1.44280  2.14367
C  3.13875  0.75721  1.43181
C  4.28945  1.03215  2.17299
C  5.49790  0.48157  1.77546
C  5.55174  -0.33166  0.65268
C  4.40004  -0.60632  -0.07599
C  3.18688  -0.06814  0.31233
C  1.87490  2.94856  3.23726
C  2.75310  3.92623  2.77521
C  2.92341  5.08518  3.51679
C  2.22614  5.25704  4.70483
C  1.35155  4.27765  5.15871
C  1.16364  3.11883  4.42282
H  -0.67032  0.89952  1.13752
H  -0.61685  2.46387  1.94428
H  0.63373  3.34355  -0.23699
H  -1.07713  3.03661  -0.24954
H  1.65194  -0.67746  -3.04590
H  3.94262  -0.71015  -3.93777
H  5.40669  1.26776  -3.66660
H  4.54926  3.29255  -2.54293
H  2.24525  3.36689  -1.71407
H  -2.70715  2.69204  -1.82262
H  -3.97024  3.82380  -3.59486
H  -2.97306  4.12046  -5.83777
H  -0.68855  3.29701  -6.29375
H  0.60010  2.17299  -4.52479
H  4.25304  1.66011  3.05283
H  6.39341  0.68529  2.34668
H  6.49647  -0.76232  0.34729
H  4.44589  -1.24969  -0.94429
H  2.29046  -0.30714  -0.23654
H  3.31153  3.78890  1.85674
H  3.60495  5.84987  3.16966
H  2.36772  6.16030  5.28335
H  0.81722  4.41558  6.08887
H  0.48757  2.35369  4.78243
C  -3.41740  0.29765  2.47128
C  -3.48844  -0.36719  1.11477
C  -4.90894  -0.57902  0.63387
O  -2.76726  0.47475  0.13556
C  -2.66414  -1.67341  1.04909
O  -2.05588  -2.07172  2.03640
O  -2.60948  -2.17300  -0.13465
H  -3.96520  1.24147  2.46321
H  -2.37964  0.48072  2.75250
H  -3.85389  -0.35135  3.22963
H  -5.43448  0.37818  0.57131
H  -5.45834  -1.20274  1.33991
H  -4.91938  -1.07530  -0.33482
H  -3.42377  0.98828  -0.35286
C  2.46192  -2.97757  5.79933
C  2.20520  -1.95730  4.69930
C  0.83279  -2.08471  3.95873
C  -0.37215  -1.85062  4.95054
C  -1.39085  -2.97516  5.08115
C  0.76822  -3.44520  3.27423
O  0.80894  -4.49106  3.85277
N  0.68297  -3.45249  1.86791
C  0.54402  -2.36473  1.09529
O  0.34349  -2.45299  -0.12955
N  0.68082  -1.11191  1.65854
C  0.81334  -1.00038  2.92830
O  1.01486  0.23807  3.39147
H  3.42462  -2.75731  6.26078
H  2.48986  -3.99544  5.42319
H  1.70560  -2.92827  6.58304
H  3.01179  -1.99959  3.95790
H  2.22345  -0.95242  5.12319
H  -0.88371  -0.93686  4.64182
H  0.06237  -1.63549  5.92684
H  -1.86796  -3.19848  4.12718
H  -2.16724  -2.65649  5.77766
H  -0.94033  -3.88296  5.47500
H  0.54997  -4.36096  1.43950
C  -0.86421  -1.57639  -4.14843
N  -1.81231  -1.75968  -3.00838
C  -2.21550  -3.20839  -2.98322
N  -2.80050  -3.60973  -4.24173
C  -1.83403  -3.39078  -5.31861
N  -1.44555  -1.97611  -5.40828
C  -2.65115  -1.17346  -5.64396
N  -3.63713  -1.36105  -4.57515
C  -3.04322  -0.96118  -3.32211
C  -3.98490  -2.78739  -4.50001
H  0.02466  -2.18032  -3.94915
H  -0.58698  -0.52022  -4.19503
H  -2.92377  -3.34295  -2.16874
H  -1.32198  -3.80117  -2.77839
H  -2.27445  -3.69915  -6.26597
H  -0.94496  -3.99651  -5.13544
H  -3.09384  -1.46649  -6.59505
H  -2.37522  -0.11744  -5.69575
H  -3.75187  -1.11563  -2.50559
H  -2.76103  0.09403  -3.36985
H  -4.43601  -3.09244  -5.44341
H  -4.71106  -2.93931  -3.70018

Computed properties:
* <S²>: 6.010
* 2S+1: 5
* relative energy (zero: lowest compared OMol25 entry of this formula, charge and spin): 0.000 eV
* gap between HOMO and LUMO (spin up / spin down): 7.525 / 7.107 eV
* total charge: +2
* energy: -7054.98017 a.u.
* strongest force on any atom: 0.49 eV/A

---

# 2
Density functional theory data (wB97M-V/def2-TZVPD) for a molecular structure, C44H54B2N11O5Ti.

CARTESIAN COORDINATES (ANGSTROEM)
Ti  12.56021  11.93019  15.55058
C  16.95116  8.92120  16.76770
C  16.17066  10.16376  16.59253
C  16.67824  11.28647  15.88815
C  15.69973  12.20874  15.96572
N  14.61382  11.67227  16.66761
N  14.96092  10.37370  17.03937
B  14.15211  12.57246  17.89055
N  12.87121  11.83616  18.38899
C  12.38991  11.61360  19.61218
C  11.27590  10.82851  19.49871
C  11.11866  10.58859  18.13606
C  9.94969  9.86054  17.51971
N  12.10487  11.17332  17.47604
N  13.87977  13.91369  17.16918
C  14.03726  15.20022  17.49521
C  13.51730  15.98283  16.46142
C  13.04924  15.07658  15.52899
C  12.42789  15.39485  14.20810
N  13.26567  13.82870  15.93854
N  15.15776  12.76463  19.00281
C  15.53355  11.91822  20.01961
C  16.68866  12.44950  20.53800
C  16.97979  13.58611  19.77041
C  18.10146  14.57883  19.89465
N  16.05022  13.76930  18.83836
H  17.95441  9.11026  17.07265
H  16.98250  8.36086  15.83206
H  16.47302  8.25948  17.50081
H  17.66270  11.50394  15.51688
H  15.67271  13.21145  15.57250
H  12.86936  12.05387  20.47116
H  10.62827  10.45145  20.27370
H  9.99942  8.82497  17.90306
H  9.98144  9.90168  16.44470
H  9.03854  10.30670  17.84624
H  14.47810  15.46684  18.41850
H  13.50172  17.06718  16.39596
H  12.96676  14.92445  13.38875
H  11.35278  15.12710  14.19892
H  12.50639  16.47697  14.05940
H  14.96180  11.03639  20.31926
H  17.20845  12.12179  21.39288
H  17.73982  15.36068  20.57718
H  18.28772  15.00720  18.88819
H  18.97857  14.13273  20.29806
C  13.67902  12.96886  7.91080
O  12.98374  12.72250  9.10598
C  11.67982  12.36319  9.02471
C  11.01594  12.06580  7.84223
C  9.71865  11.57973  7.85945
C  9.04393  11.44460  9.04521
C  9.69713  11.77229  10.23025
C  11.02340  12.19427  10.23933
N  11.79737  12.50035  11.37974
C  11.54071  12.34804  12.67637
N  10.28731  12.56971  13.11540
C  9.86010  12.89048  14.44329
C  10.55066  12.53031  15.57217
C  9.99001  12.98221  16.79346
C  8.83044  13.68236  16.85579
C  8.17225  14.05094  15.68812
C  8.65789  13.66574  14.47990
O  8.09470  13.91508  13.25478
C  6.86901  14.62684  13.28538
N  12.53796  12.05435  13.51620
C  13.74412  11.75438  12.84418
C  14.88588  12.54856  12.92032
C  16.02984  12.27778  12.18538
C  16.03595  11.17194  11.36836
C  14.91640  10.31739  11.28252
C  13.78641  10.60940  12.00472
O  12.62200  9.87801  11.91264
C  12.44774  9.15162  10.73630
H  14.65440  13.33146  8.23309
H  13.21174  13.72950  7.28116
H  13.80451  12.05706  7.30511
H  11.48457  12.27265  6.92460
H  9.23626  11.38028  6.91426
H  8.04299  11.00476  9.06867
H  9.18723  11.56421  11.16687
H  12.79316  12.48642  11.16181
H  9.67759  13.07507  12.46155
H  10.48786  12.72956  17.70849
H  8.43413  13.99241  17.81730
H  7.29564  14.66771  15.78502
H  6.42103  14.56822  12.28758
H  7.07199  15.63645  13.59569
H  6.26954  14.16123  14.02829
H  14.74373  13.45289  13.46001
H  16.89121  12.92601  12.22788
H  16.89077  11.00557  10.71061
H  14.97420  9.51031  10.56905
H  11.39404  8.85680  10.75168
H  13.13124  8.26791  10.70328
H  12.67922  9.74178  9.85202
C  13.85295  6.89793  13.58491
C  13.48771  7.66666  14.83686
C  14.15986  7.15964  16.10267
O  14.04018  8.99975  14.61241
B  13.11133  9.85885  15.11408
O  11.91309  9.31766  15.49609
C  11.93252  7.89678  15.09530
C  11.03334  7.80081  13.87121
C  11.28206  7.05933  16.21303
H  14.89076  6.58954  13.64500
H  13.66557  7.56684  12.74079
H  13.28202  5.98948  13.53289
H  15.25896  7.04715  15.95752
H  13.86877  6.12513  16.30722
H  13.99337  7.82037  16.94832
H  11.37178  8.39870  13.02234
H  10.03482  8.10757  14.20664
H  11.01751  6.76080  13.56283
H  11.54018  7.29200  17.25842
H  11.52838  6.01430  16.06570
H  10.19931  7.10720  16.19093

Computed properties:
* 2S+1: 1
* relative energy (zero: lowest compared OMol25 entry of this formula, charge and spin): 0.000 eV
* gap between HOMO and LUMO: 8.205 eV
* total charge: +1
* energy: -3586.76543 a.u.
* strongest force on any atom: 1.85 eV/A